DFT (ωB97M-V/def2-TZVPD) results for one molecule with the formula C9H12INO3 in a non-equilibrium geometry.

Kohn-Sham gap (eV): 3.6
Lowest unoccupied orbital energy (Ha): -0.0728
E_tot (eV): -25257.9042

Structure (XYZ):
```
26
Properties=species:S:1:pos:R:3:forces:R:3
O 0.3597 -1.2723 2.4690 -0.34 -0.63 0.41
C -0.0515 -0.2367 2.0639 0.39 0.75 0.26
O 0.4738 0.9713 2.4375 -2.27 -0.55 -0.77
C -1.1443 -0.0637 1.0796 0.31 0.13 -0.30
C -2.4738 -0.3072 1.4579 0.48 0.11 -0.51
C -3.4609 -0.0955 0.5361 0.11 -0.32 1.05
N -3.1480 0.3363 -0.6983 -0.36 -0.04 -0.04
C -1.8720 0.5587 -1.0906 0.27 0.09 0.02
C -0.8179 0.3688 -0.2341 -0.46 0.42 0.17
C 0.5869 0.6401 -0.6966 0.14 -0.96 -0.19
C 1.4790 -0.6315 -0.5539 -0.48 0.10 -0.30
C 2.4916 -0.7386 -1.6939 0.76 0.56 -0.08
O 3.8158 -0.8505 -1.1821 -0.18 -0.22 0.16
H 0.0453 1.6333 1.8571 0.24 0.28 0.36
H -2.6749 -0.6298 2.4673 -0.22 -0.09 -0.02
H -4.4867 -0.2763 0.8183 -0.17 0.15 -0.45
H -3.9069 0.5063 -1.3388 0.07 0.01 -0.16
H -1.7294 0.9127 -2.1009 -0.07 -0.05 -0.05
H 0.5363 0.8537 -1.7650 -0.06 0.38 0.05
H 1.0516 1.4746 -0.1659 -0.03 0.07 -0.03
H 0.8047 -1.4893 -0.6051 0.12 -0.13 0.20
H 1.9862 -0.6254 0.4124 0.15 -0.08 -0.04
H 2.2955 -1.5821 -2.3628 -0.20 -0.07 0.12
H 2.4591 0.1703 -2.3070 -0.22 -0.04 -0.05
H 4.4132 -0.3718 -1.7588 0.07 0.00 0.00
I 2.9676 0.7445 2.9547 1.94 0.14 0.20
```
Forces are in eV/Å.